Entry from the Open Molecules 2025 dataset: 2 unconnected molecules or ions with the total composition C40H45N6O (ωB97M-V/def2-TZVPD).

Summary:
- HOMO-LUMO gap (eV) = 4.891
- net charge = +1
- calculated total energy (hartree) = -1954.77156

Cartesian coordinates (Å):
C (-3.667, 2.649, 3.332)
N (-4.288, 2.463, 2.030)
C (-4.212, 1.416, 1.157)
C (-3.266, 0.291, 1.309)
C (-2.654, 0.029, 2.617)
C (-1.350, -0.329, 2.715)
C (-0.665, -0.414, 3.990)
C (0.741, -0.544, 4.032)
C (1.432, -0.568, 5.240)
C (0.727, -0.464, 6.450)
C (-0.665, -0.335, 6.436)
C (-1.361, -0.313, 5.223)
O (-2.954, -0.431, 0.332)
N (-4.987, 1.751, 0.081)
C (-5.260, 0.954, -1.172)
C (-6.214, 1.724, -2.066)
C (-5.917, -0.359, -0.791)
C (-3.983, 0.793, -1.968)
C (-5.557, 2.982, 0.317)
C (-5.123, 3.425, 1.513)
H (-3.857, 3.693, 3.595)
H (-4.128, 2.016, 4.100)
H (-2.586, 2.477, 3.315)
H (-3.369, 0.031, 3.445)
H (-0.755, -0.532, 1.821)
H (1.267, -0.601, 3.075)
H (2.516, -0.666, 5.239)
H (1.266, -0.488, 7.403)
H (-1.223, -0.250, 7.366)
H (-2.444, -0.207, 5.212)
H (-5.786, 2.678, -2.402)
H (-6.384, 1.115, -2.967)
H (-7.191, 1.896, -1.598)
H (-5.250, -0.995, -0.208)
H (-6.837, -0.156, -0.225)
H (-6.199, -0.895, -1.709)
H (-3.280, 0.146, -1.447)
H (-4.215, 0.346, -2.946)
H (-3.529, 1.778, -2.141)
H (-6.216, 3.446, -0.392)
H (-5.325, 4.338, 2.039)
C (0.124, 5.458, -1.610)
C (0.751, 5.616, -0.367)
C (1.758, 4.738, 0.016)
C (2.135, 3.693, -0.823)
C (3.246, 2.814, -0.321)
N (3.455, 1.627, -1.145)
C (4.757, 1.564, -1.760)
C (4.779, 0.625, -2.932)
N (4.064, -0.582, -2.655)
C (4.513, -1.736, -3.369)
C (3.406, -2.732, -3.562)
N (2.604, -2.889, -2.373)
C (1.820, -4.122, -2.361)
C (2.211, -5.067, -1.260)
C (1.401, -6.190, -1.105)
C (1.675, -7.119, -0.108)
C (2.783, -6.936, 0.730)
C (3.610, -5.823, 0.558)
C (3.334, -4.887, -0.449)
C (2.293, -1.823, -1.573)
C (1.282, -1.842, -0.571)
N (0.966, -0.750, 0.133)
C (1.590, 0.407, -0.095)
C (2.685, 0.505, -0.996)
C (3.034, -0.632, -1.765)
C (1.525, 3.531, -2.069)
C (0.508, 4.414, -2.456)
H (-0.660, 6.149, -1.913)
H (0.467, 6.421, 0.309)
H (2.287, 4.820, 0.968)
H (4.191, 3.376, -0.326)
H (3.055, 2.523, 0.722)
H (5.014, 2.578, -2.092)
H (5.510, 1.231, -1.031)
H (4.341, 1.125, -3.810)
H (5.813, 0.337, -3.149)
H (4.862, -1.388, -4.347)
H (5.345, -2.212, -2.826)
H (2.781, -2.404, -4.405)
H (3.831, -3.715, -3.804)
H (0.748, -3.890, -2.294)
H (1.983, -4.609, -3.333)
H (0.559, -6.288, -1.793)
H (1.020, -7.980, 0.006)
H (2.997, -7.662, 1.511)
H (4.475, -5.667, 1.201)
H (3.992, -4.030, -0.600)
H (0.723, -2.751, -0.355)
H (1.240, 1.275, 0.464)
H (1.840, 2.728, -2.739)
H (0.026, 4.277, -3.423)